{"formula": "C25H51NO14P", "method": "the ωB97M-V functional and the def2-TZVPD basis", "charge": 1, "e_above_lowest_kcal_mol": 124.8, "fmax_ev_per_a": 5.68, "orbital_gap_ev": 4.41, "elements": ["P", "O", "O", "O", "O", "O", "O", "O", "O", "O", "O", "O", "O", "O", "O", "N", "C", "C", "C", "C", "C", "C", "C", "C", "C", "C", "C", "C", "C", "C", "C", "C", "C", "C", "C", "C", "C", "C", "C", "C", "C", "H", "H", "H", "H", "H", "H", "H", "H", "H", "H", "H", "H", "H", "H", "H", "H", "H", "H", "H", "H", "H", "H", "H", "H", "H", "H", "H", "H", "H", "H", "H", "H", "H", "H", "H", "H", "H", "H", "H", "H", "H", "H", "H", "H", "H", "H", "H", "H", "H", "H", "H"], "positions_angstrom": [[0.7757, -6.4098, 1.5168], [-3.9189, -0.6519, -0.4129], [-0.9193, 2.6954, -3.9747], [-0.6522, -6.0820, 9.5644], [1.2710, 8.8921, -5.9101], [2.8498, 6.9616, -7.6846], [1.5044, -7.2953, 2.7647], [1.9065, 2.8405, -2.5714], [1.1156, 5.9091, -5.2478], [-0.5330, -5.4539, 6.5725], [0.4343, 0.1777, -2.8888], [-1.6931, -3.3164, 8.4202], [1.1892, -4.7588, 1.7861], [1.2063, -6.8438, 0.0997], [-2.4030, 0.2296, 1.1549], [-1.6539, -5.1570, 1.2965], [0.4553, -6.2818, 8.6940], [-1.5200, 1.6837, -3.1733], [-2.2487, -3.7754, 7.1946], [-2.5286, -2.3399, 0.6618], [-1.9305, -3.2408, -0.4639], [0.3227, 7.9206, -6.3568], [-1.1879, -7.2942, 10.0644], [-1.4929, -4.6700, -0.0646], [1.3968, 0.7837, -3.7565], [3.3190, 8.1796, -7.1160], [-0.4903, 1.0535, -2.2389], [-1.2792, -1.9600, 8.3663], [-2.1992, -4.3875, 2.3945], [-1.1476, -6.5744, 1.5261], [2.4576, 3.2609, -1.3372], [0.4636, -5.2412, 7.5782], [-1.4629, 2.7612, -5.2843], [0.0254, 6.8211, -5.3403], [-1.8908, -5.2399, 6.9525], [2.7817, 7.0027, -9.0977], [-2.6592, -2.9378, 2.1147], [2.4553, 1.6117, -3.0346], [1.3102, 5.4126, -3.9319], [-2.9947, -0.8301, 0.4264], [2.6279, 8.4613, -5.7848], [0.0331, 1.8030, -1.6445], [3.2630, 1.8578, -3.7344], [4.3972, 8.0672, -6.9489], [-0.7074, -1.7464, 9.2687], [0.4051, -4.2250, 7.9738], [2.2283, 7.8850, -9.4379], [2.8664, 1.0261, -2.2055], [-1.4781, -7.1585, 0.5847], [1.8578, 4.0934, -0.9650], [1.9045, -0.0484, -4.2532], [-1.0335, 0.4226, -1.5268], [-0.1897, 7.2778, -4.3693], [-3.0595, -2.3188, 2.9831], [-2.4791, 3.1604, -5.2508], [3.4884, 3.5962, -1.4751], [-3.3366, -3.6747, 7.2719], [0.5014, 4.7303, -3.6642], [-1.3946, -7.9971, 9.2495], [-0.8324, 3.4238, -5.8774], [-1.8939, -3.1736, 6.3508], [-2.1334, -7.0674, 10.5594], [2.7043, 7.6112, -5.1028], [0.4328, -7.2831, 8.2511], [-2.3061, 2.1617, -2.5795], [-0.6053, 8.4775, -6.5207], [-0.6286, -1.7877, 7.5016], [-2.4870, -5.5907, 6.1024], [-1.0298, -5.3746, -0.8544], [-2.1499, -1.3018, 8.3238], [3.1533, 9.2924, -5.3049], [-1.5490, -7.0328, 2.4915], [-1.4573, 1.7725, -5.7559], [1.3685, 6.2374, -3.2119], [-0.5036, -7.7427, 10.7883], [-1.8078, -2.8689, -1.5388], [3.7864, 6.9953, -9.5276], [-2.1656, -5.8710, 7.7975], [0.6087, 7.5124, -7.3264], [1.1471, -4.2679, 0.9258], [3.1479, 9.0222, -7.7940], [1.4228, -5.3165, 7.0575], [0.9026, 1.3588, -4.5425], [2.4147, 2.4564, -0.5943], [-0.8503, 6.2502, -5.6676], [2.2416, 6.1170, -9.4363], [0.9034, -7.3023, 3.5528], [1.3662, -6.1765, 9.2952], [-2.2584, -4.8884, 3.4305], [-1.9684, 0.9021, -3.7946], [-1.5611, -0.0892, 1.5781], [2.2578, 4.8766, -3.9105]], "mulliken_charge": [1.071, -0.452, -0.082, -0.283, -0.472, -0.230, -0.451, -0.078, -0.241, -0.360, -0.461, -0.292, -0.488, -0.629, -0.418, 0.182, -0.565, -0.710, -0.564, 0.392, -0.647, -0.449, -0.798, -0.164, -0.357, -0.568, 0.396, -0.777, 0.273, -0.787, -0.963, -0.336, -0.857, -0.521, -0.427, -0.831, -0.520, -0.564, -0.860, 0.354, -0.185, 0.060, 0.391, 0.388, 0.245, 0.092, 0.375, 0.366, 0.335, 0.252, 0.413, -0.222, 0.370, 0.398, 0.319, 0.323, 0.449, 0.348, 0.355, 0.167, 0.317, 0.237, -0.014, 0.319, 0.377, 0.429, 0.339, 0.435, 0.428, 0.325, 0.422, 0.408, 0.395, 0.361, 0.330, 0.442, 0.321, 0.116, 0.147, 0.353, 0.355, 0.414, 0.080, 0.403, 0.354, 0.227, 0.343, 0.428, 0.171, 0.384, 0.381, 0.264]}